[1]
# C29H42AlN9P2S2

A molecular structure, C29H42AlN9P2S2 (ωB97M-V with the def2-TZVPD basis set, the Open Molecules 2025 dataset).

Charge: +2
HOMO level: -0.497 Eh
LUMO: -6.10 eV
DFT total energy: -91001.5037 eV
Gap between HOMO and LUMO: 7.427 eV

CARTESIAN COORDINATES (ANGSTROEM)
1 Al -1.57190 -0.19976 0.31072
2 N -5.52326 0.96530 -1.25325
3 C -4.50963 0.41458 -0.58261
4 S -3.21827 -0.30495 -1.47452
5 N -4.56094 0.43563 0.73656
6 N -3.49022 -0.11775 1.29308
7 C -3.48417 -0.41361 2.53692
8 C -2.30430 -1.12759 2.97536
9 C -2.19698 -1.69781 4.23647
10 C -1.11238 -2.50862 4.52026
11 C -0.15847 -2.72189 3.53401
12 C -0.30341 -2.07390 2.32439
13 N -1.34180 -1.28339 2.03895
14 H -5.57404 0.83858 -2.24878
15 H -6.35981 1.22857 -0.75402
16 H -4.33586 -0.25520 3.18861
17 H -2.98181 -1.52987 4.96124
18 H -1.01463 -2.98012 5.48871
19 H 0.69422 -3.36218 3.70939
20 H 0.44195 -2.17072 1.54722
21 C -0.22170 -3.67843 -0.64071
22 P -0.20722 -1.92768 -1.18867
23 C 1.59539 -1.54272 -1.02698
24 N 2.39711 -2.30216 -1.73492
25 C 3.72698 -2.11176 -1.68003
26 C 4.59681 -2.81210 -2.54492
27 C 5.93792 -2.56628 -2.48049
28 C 6.46941 -1.65505 -1.53635
29 C 5.65704 -0.99367 -0.66129
30 C 4.25999 -1.18737 -0.74164
31 N 3.42586 -0.48113 0.04230
32 C 2.12611 -0.58003 -0.11967
33 P 1.06849 0.56302 0.87981
34 C 1.83623 0.35304 2.53796
35 C 1.73033 2.30254 0.43259
36 C 0.82794 3.34590 1.11536
37 C 1.65298 2.44812 -1.09136
38 C 3.16338 2.57897 0.90500
39 C -0.55090 -2.09949 -3.06399
40 C 0.42288 -2.98674 -3.84539
41 C -1.93291 -2.73620 -3.26011
42 C -0.49174 -0.67774 -3.63772
43 H 0.51385 -4.21693 -1.23552
44 H -1.21416 -4.09367 -0.81023
45 H 0.02700 -3.79256 0.41022
46 H 4.18016 -3.51710 -3.25185
47 H 6.60978 -3.07481 -3.15867
48 H 7.53704 -1.48320 -1.50953
49 H 6.05029 -0.30111 0.07081
50 H 2.89632 0.14676 2.40321
51 H 1.38339 -0.44952 3.10715
52 H 1.71396 1.27644 3.10298
53 H -0.04743 3.57660 0.50936
54 H 1.38890 4.27264 1.24076
55 H 0.49986 3.02718 2.10741
56 H 0.64618 2.24288 -1.45890
57 H 2.34160 1.76224 -1.58811
58 H 1.92191 3.46544 -1.38043
59 H 3.21622 2.69664 1.98670
60 H 3.48890 3.51874 0.45276
61 H 3.85640 1.80856 0.60068
62 H 0.46305 -4.00329 -3.45662
63 H 1.42449 -2.58705 -3.88262
64 H 0.04256 -3.04691 -4.86801
65 H -1.95803 -3.75929 -2.88361
66 H -2.13732 -2.78633 -4.33087
67 H -2.74100 -2.18241 -2.79985
68 H 0.52241 -0.27527 -3.57048
69 H -1.17284 -0.01101 -3.10737
70 H -0.78325 -0.68857 -4.68912
71 C -2.63254 4.58744 3.38190
72 C -2.66778 3.10376 3.01174
73 C -2.30937 2.84594 1.59130
74 N -1.72610 1.79048 1.14292
75 N -1.54836 1.76248 -0.21051
76 C -2.02351 2.82312 -0.82004
77 N -1.98692 3.00950 -2.13792
78 S -2.68403 3.96957 0.31178
79 H -2.93406 4.72293 4.41795
80 H -3.31831 5.16765 2.76200
81 H -1.62964 4.99945 3.26625
82 H -3.67778 2.71440 3.18130
83 H -1.99011 2.52974 3.64553
84 H -1.71530 2.24580 -2.73687
85 H -2.41114 3.81431 -2.56506

***

[2]
# C29H42Br6F3N5O10

A molecular structure, C29H42Br6F3N5O10 in a non-equilibrium geometry (ωB97M-V with the def2-TZVPD basis set, the Open Molecules 2025 dataset).

HOMO level: -0.330 Eh
LUMO: -0.36 eV
DFT total energy: -487071.4903 eV
Gap between HOMO and LUMO: 8.631 eV

CARTESIAN COORDINATES (ANGSTROEM)
1 C 12.56029 20.68831 3.13604
2 N 11.49651 21.12376 2.21761
3 O 10.35812 20.87897 2.53635
4 O 11.82315 21.74965 1.22586
5 H 12.40897 21.15582 4.10571
6 H 13.56221 20.87958 2.77345
7 H 12.42372 19.61386 3.26897
8 C 7.92846 20.84590 0.79966
9 N 6.63123 20.21678 1.07962
10 O 6.52310 19.49979 2.05188
11 O 5.71034 20.45123 0.32419
12 H 8.58471 20.70617 1.65472
13 H 7.80461 21.92195 0.69698
14 H 8.35848 20.42680 -0.10177
15 C 6.25799 20.63528 -3.21842
16 N 7.72584 20.75466 -3.47540
17 O 8.43990 21.03092 -2.54527
18 O 8.08878 20.60262 -4.62076
19 H 5.94480 21.55755 -2.73204
20 H 6.15587 19.84592 -2.47766
21 H 5.71235 20.49812 -4.14137
22 C 11.13693 19.27955 -1.31877
23 N 11.69702 18.20083 -0.47959
24 O 11.31815 18.15718 0.67128
25 O 12.55298 17.50353 -0.95486
26 H 11.93685 19.96256 -1.59128
27 H 10.34120 19.84113 -0.84226
28 H 10.74503 18.80393 -2.21764
29 C 7.56746 16.24727 -2.19750
30 N 8.04189 17.29233 -1.26527
31 O 7.75025 18.44428 -1.52513
32 O 8.64533 16.98727 -0.26529
33 H 6.74186 15.67907 -1.77384
34 H 8.39891 15.56751 -2.36758
35 H 7.20523 16.73205 -3.09579
36 Br 3.96357 16.59469 3.59289
37 C 3.61177 17.39731 1.81036
38 C 4.66247 16.93180 0.84445
39 Br 4.31101 17.60688 -0.96936
40 H 3.68275 18.47948 1.91984
41 H 2.61444 17.12148 1.48355
42 H 4.55338 15.85348 0.75458
43 H 5.66487 17.17449 1.17679
44 Br 1.68078 21.12784 -0.11867
45 C 3.17302 22.34692 0.25961
46 C 3.72959 22.09695 1.64766
47 Br 5.13473 23.43716 1.94415
48 H 2.80790 23.33312 0.00047
49 H 3.95487 22.08365 -0.45034
50 H 4.15424 21.10165 1.70274
51 H 2.96188 22.20437 2.40954
52 Br 9.79815 17.79924 3.48786
53 C 8.28341 16.77260 2.79471
54 C 8.66135 15.40696 2.26876
55 Br 7.03302 14.59698 1.62745
56 H 7.87411 17.36265 1.97927
57 H 7.52059 16.73133 3.56712
58 H 9.05446 14.77984 3.06848
59 H 9.42086 15.39979 1.49406
60 F 12.77214 25.45302 -1.76344
61 C 11.48416 25.12186 -1.60078
62 C 10.90337 25.14731 -0.34603
63 C 9.55981 24.80013 -0.23000
64 C 8.84214 24.30729 -1.29849
65 C 9.46060 24.23091 -2.54998
66 C 10.76288 24.65861 -2.69332
67 H 11.49571 25.54841 0.46644
68 H 9.12843 24.85376 0.76285
69 H 7.80895 24.00594 -1.18701
70 H 8.93491 23.93363 -3.44735
71 H 11.25905 24.63005 -3.65675
72 F 1.98820 22.74269 6.36075
73 C 2.72945 21.82409 5.69433
74 C 4.03127 22.16091 5.40417
75 C 4.82055 21.25350 4.71574
76 C 4.30383 20.04423 4.30940
77 C 2.99223 19.70170 4.66404
78 C 2.20377 20.56500 5.43447
79 H 4.44297 23.11750 5.69549
80 H 5.83731 21.52878 4.47771
81 H 4.89961 19.33225 3.75062
82 H 2.65122 18.70178 4.43171
83 H 1.20776 20.25553 5.71207
84 F 8.17090 21.97854 2.69874
85 C 8.48388 21.52532 3.92722
86 C 8.47753 22.39365 5.00917
87 C 8.72720 21.90337 6.27717
88 C 8.98091 20.54785 6.48562
89 C 8.99925 19.71975 5.37052
90 C 8.73761 20.17452 4.07242
91 H 8.24022 23.44443 4.91003
92 H 8.65327 22.59736 7.10535
93 H 9.21706 20.07671 7.42785
94 H 9.13642 18.66414 5.57606
95 H 8.67699 19.47992 3.24864

***

[3]
# C29H42Cl3N10O4RuS4Si

A molecular structure, C29H42Cl3N10O4RuS4Si (ωB97M-V with the def2-TZVPD basis set, the Open Molecules 2025 dataset).

⟨S²⟩: 8.762
Charge: +2
HOMO level (alpha / beta): -0.470 / -0.470 Eh
LUMO (alpha / beta): -4.76 / -6.39 eV
Multiplicity: 6
DFT total energy: -145198.5525 eV
Gap between HOMO and LUMO (alpha / beta): 8.034 / 6.398 eV

CARTESIAN COORDINATES (ANGSTROEM)
1 Ru 0.24370 1.56154 -0.10427
2 N 1.03517 -0.88432 -0.74758
3 N 0.90233 -1.13666 -2.11474
4 C 0.28204 -0.24385 -2.91557
5 N 0.10522 -0.56041 -4.18675
6 N -0.09297 0.88134 -2.30512
7 N -0.83839 1.81837 -2.96260
8 O -1.29692 2.67065 -2.21480
9 O -1.00623 1.79291 -4.16406
10 H 2.01593 -0.89020 -0.49297
11 H 0.53311 -1.58492 -0.21129
12 H 1.20866 -2.01990 -2.49410
13 H 0.34919 -1.47435 -4.53244
14 H -0.31674 0.12304 -4.79906
15 C 6.25434 5.55125 -0.81494
16 Si 4.42133 5.25152 -0.98256
17 C 3.47803 6.36788 0.18046
18 C 3.88366 5.45514 -2.75520
19 C 4.10706 3.44931 -0.42941
20 C 5.14289 2.65194 0.04905
21 C 4.91883 1.35869 0.52059
22 C 3.63014 0.87665 0.49965
23 N 2.61748 1.60310 0.01527
24 C 2.84416 2.84591 -0.42879
25 S 1.35250 3.59545 -0.97474
26 H 6.47841 6.57566 -1.12035
27 H 6.84441 4.89038 -1.45341
28 H 6.60264 5.43985 0.21408
29 H 3.67826 7.41359 -0.06352
30 H 3.78872 6.20318 1.21468
31 H 2.40091 6.20952 0.11457
32 H 4.09469 6.47248 -3.09209
33 H 2.81646 5.27529 -2.88856
34 H 4.42959 4.77179 -3.40897
35 H 6.15234 3.04508 0.06768
36 H 5.72608 0.74809 0.89996
37 H 3.38686 -0.10221 0.90023
38 N -1.25870 3.27467 4.02665
39 C -2.30886 3.77990 3.07762
40 C -2.25234 3.00716 1.77029
41 N -1.08469 3.30872 0.93539
42 H -1.28601 3.77388 4.91604
43 H -0.28047 3.37538 3.64000
44 H -1.38166 2.27694 4.20978
45 H -2.13483 4.84615 2.94150
46 H -3.27362 3.63997 3.56237
47 H -3.15835 3.22449 1.20654
48 H -2.26816 1.93735 1.99050
49 H -0.28929 3.66170 1.46816
50 H -1.29419 4.00308 0.22552
51 Cl -5.68968 -9.04916 0.53815
52 C -4.92358 -7.51049 0.38855
53 C -3.98083 -7.11620 1.32692
54 C -3.36075 -5.88800 1.18316
55 C -3.66714 -5.04201 0.12299
56 C -2.96034 -3.71687 -0.02734
57 C -3.65880 -2.63358 0.78382
58 N -3.18188 -1.31011 0.39263
59 C -3.80857 -0.46214 -0.48643
60 C -2.95527 0.57654 -0.69085
61 N -1.80904 0.37343 0.04883
62 C -1.98519 -0.77374 0.68391
63 O -1.61422 -3.77568 0.43128
64 C -0.66035 -4.06134 -0.59446
65 C -1.02350 -5.19614 -1.49826
66 C -1.47869 -5.03976 -2.77556
67 Cl -1.68494 -3.54250 -3.61316
68 S -1.88470 -6.51442 -3.53698
69 C -1.43239 -7.38913 -2.13568
70 C -0.99351 -6.57697 -1.14098
71 C -4.63649 -5.45669 -0.78197
72 Cl -5.09576 -4.41961 -2.10549
73 C -5.26479 -6.68528 -0.67042
74 H -3.73628 -7.77078 2.15149
75 H -2.60149 -5.58434 1.89282
76 H -2.98180 -3.41235 -1.07726
77 H -3.47995 -2.78943 1.84770
78 H -4.73185 -2.66609 0.60404
79 H -4.78803 -0.67346 -0.88028
80 H -3.09045 1.44825 -1.30727
81 H -1.29049 -1.24400 1.36174
82 H 0.27068 -4.27215 -0.06597
83 H -0.53323 -3.16358 -1.21251
84 H -1.51096 -8.46444 -2.12876
85 H -0.66611 -6.93724 -0.17630
86 H -6.00725 -6.99163 -1.39320
87 C 3.87050 1.62059 4.07492
88 O 2.73782 0.96499 3.46145
89 C 1.74846 1.68331 2.99417
90 S 1.75436 3.35527 3.01220
91 S 0.46117 0.70691 2.34808
92 H 4.51070 0.81297 4.41211
93 H 3.53638 2.23138 4.91047
94 H 4.37548 2.24348 3.33907

***

[4]
# C29H42N3O2PdS2SbSi3Te

A molecular structure, C29H42N3O2PdS2SbSi3Te in a non-equilibrium geometry (ωB97M-V with the def2-TZVPD basis set, the Open Molecules 2025 dataset).

Charge: -2
HOMO level (alpha / beta): -0.011 / -0.011 Eh
LUMO (alpha / beta): 4.12 / 4.13 eV
DFT total energy: -101936.5130 eV
Gap between HOMO and LUMO (alpha / beta): 4.415 / 4.417 eV

CARTESIAN COORDINATES (ANGSTROEM)
1 Pd 0.18591 1.72098 -0.43455
2 C 2.12131 -2.75280 0.12576
3 Sb 1.02798 -0.89167 0.55051
4 C 1.74722 0.32143 -1.04053
5 C 1.75988 -0.06118 -2.44908
6 C 1.54513 0.89158 -3.47880
7 C 1.61761 0.52659 -4.80039
8 C 1.89150 -0.80127 -5.13526
9 C 2.05820 -1.67959 -4.08284
10 N 2.00280 -1.34539 -2.79192
11 Si 2.87874 1.73033 -0.48334
12 C 4.40512 0.77966 0.17469
13 C 2.69604 2.97561 0.91434
14 C 3.58535 2.70587 -1.92061
15 C -1.16686 -1.85479 0.17536
16 C -1.98181 -0.91673 -0.70163
17 C -3.37362 -0.76645 -0.58567
18 C -4.05417 0.02498 -1.49005
19 C -3.35322 0.63796 -2.52067
20 C -1.98848 0.42245 -2.58122
21 N -1.32599 -0.31454 -1.69385
22 Si -1.12241 -3.43132 -0.83298
23 C -0.35326 -4.89291 0.07066
24 C -2.85271 -4.01837 -1.31743
25 C -0.31628 -3.26524 -2.49567
26 Si -1.86115 -2.07476 1.91561
27 C -2.95111 -0.68303 2.53688
28 C -3.00583 -3.56634 2.10383
29 C -0.49453 -2.42100 3.14497
30 H 3.15843 -2.43197 -0.00105
31 H 1.80827 -3.28980 -0.76683
32 H 2.05669 -3.41202 0.99986
33 H 1.27921 1.90206 -3.19706
34 H 1.43419 1.26633 -5.57449
35 H 1.95085 -1.14051 -6.16183
36 H 2.24837 -2.73263 -4.28506
37 H 4.14744 0.27740 1.11638
38 H 5.27110 1.43176 0.36633
39 H 4.69750 0.00690 -0.54532
40 H 2.37533 2.47472 1.83323
41 H 1.99928 3.77995 0.67546
42 H 3.68929 3.40803 1.10196
43 H 3.89874 2.04334 -2.73318
44 H 4.46722 3.24663 -1.55533
45 H 2.87231 3.43165 -2.31986
46 H -3.91170 -1.27619 0.20482
47 H -5.12630 0.15928 -1.39431
48 H -3.84100 1.27896 -3.24419
49 H -1.38392 0.87466 -3.36050
50 H -1.09910 -5.43155 0.65992
51 H 0.45779 -4.59861 0.73532
52 H 0.05828 -5.58978 -0.66806
53 H -3.48374 -4.28836 -0.47144
54 H -2.74777 -4.90373 -1.95622
55 H -3.37137 -3.24713 -1.89491
56 H 0.75404 -3.06765 -2.43193
57 H -0.74800 -2.42737 -3.04865
58 H -0.48507 -4.18835 -3.06282
59 H -3.95903 -1.06018 2.73697
60 H -3.01981 0.14224 1.82706
61 H -2.53749 -0.26635 3.45891
62 H -3.89477 -3.48631 1.47366
63 H -3.34199 -3.59845 3.14752
64 H -2.51744 -4.51680 1.87979
65 H -0.01411 -1.49813 3.47992
66 H 0.28369 -3.05783 2.71346
67 H -0.90953 -2.92784 4.02406
68 O 1.28931 1.28339 3.73897
69 S 0.00835 1.90759 3.62781
70 O -0.92886 1.66457 4.69433
71 N -0.71947 1.62910 2.15755
72 C -0.85989 2.73976 1.47873
73 S -1.91635 2.84536 0.07849
74 C -0.37533 3.98318 2.20647
75 C -0.47704 5.29290 1.80854
76 C 0.01684 6.27705 2.66798
77 C 0.58478 5.93851 3.88908
78 C 0.66499 4.61200 4.28790
79 C 0.17418 3.66047 3.41216
80 H -0.90912 5.53201 0.84425
81 H -0.04503 7.31821 2.37657
82 H 0.96516 6.71776 4.53874
83 H 1.08943 4.32756 5.24202
84 Te -0.39920 3.98413 -1.68730

***

[5]
# C29H42N3O9P2SeV

A molecular structure, C29H42N3O9P2SeV (ωB97M-V with the def2-TZVPD basis set, the Open Molecules 2025 dataset).

⟨S²⟩: 2.014
HOMO level (alpha / beta): -0.270 / -0.272 Eh
LUMO (alpha / beta): 0.26 / 0.05 eV
Multiplicity: 3
DFT total energy: -163273.0396 eV
Gap between HOMO and LUMO (alpha / beta): 7.598 / 7.450 eV

CARTESIAN COORDINATES (ANGSTROEM)
1 V -0.19661 -0.26408 0.07555
2 C -3.21285 2.97167 -1.40987
3 O -2.16474 3.73277 -0.79910
4 C -0.95344 3.59472 -1.44685
5 C -0.44031 4.63954 -2.18034
6 C 0.80472 4.52016 -2.80145
7 C 1.50461 3.34013 -2.68497
8 C 1.00532 2.26477 -1.93502
9 C 1.75905 1.03871 -1.88254
10 N 1.43314 -0.01156 -1.22003
11 N 2.26735 -1.09476 -1.34996
12 C 1.87665 -2.04004 -0.54092
13 O 0.86071 -1.91208 0.24610
14 C 2.62391 -3.31814 -0.50913
15 C 2.09766 -4.38421 0.21485
16 C 2.77073 -5.59598 0.25841
17 C 3.97395 -5.74632 -0.41584
18 C 4.50121 -4.68236 -1.13724
19 C 3.82978 -3.47262 -1.18695
20 C -0.23779 2.39172 -1.28917
21 O -0.76229 1.44556 -0.55824
22 H -4.11349 3.16056 -0.82823
23 H -2.98099 1.90482 -1.41227
24 H -3.37375 3.30124 -2.43868
25 H -1.02410 5.54825 -2.26418
26 H 1.20265 5.34130 -3.38169
27 H 2.46232 3.22616 -3.17922
28 H 2.67261 0.98396 -2.47087
29 H 1.15949 -4.24873 0.73461
30 H 2.35421 -6.42406 0.81743
31 H 4.50044 -6.69174 -0.38125
32 H 5.43971 -4.79944 -1.66420
33 H 4.22467 -2.63730 -1.74920
34 C 1.62617 1.57752 5.80571
35 C 1.72413 1.55306 4.29825
36 C 2.92316 2.31135 3.76804
37 O 0.48479 2.16249 3.79638
38 P 0.09329 1.99873 2.27196
39 O 0.82654 0.88147 1.62376
40 C -1.69485 1.73530 2.30993
41 P -2.12607 0.00231 2.58243
42 O -1.27893 -0.89382 1.74288
43 O -1.94077 -0.29227 4.10620
44 C -2.92959 0.11219 5.10616
45 C -2.16928 0.75122 6.24538
46 C -3.71249 -1.11648 5.51183
47 O -3.66718 -0.11276 2.33590
48 C -4.20638 -0.52433 1.01585
49 C -5.49575 0.23267 0.81826
50 C -4.37421 -2.02457 1.03139
51 O 0.39686 3.33581 1.52671
52 C 0.08037 4.73543 1.76521
53 C 1.18105 5.34316 2.60977
54 C -1.29549 4.93554 2.36516
55 H 2.54730 1.18666 6.23819
56 H 0.79490 0.96512 6.15001
57 H 1.48716 2.60101 6.15861
58 H 1.73694 0.52770 3.92838
59 H 2.92710 3.33744 4.13877
60 H 2.92593 2.32050 2.67746
61 H 3.83785 1.82065 4.10243
62 H -2.08712 2.05211 1.33873
63 H -2.15354 2.34588 3.08903
64 H -3.60052 0.84268 4.64675
65 H -1.52892 0.01342 6.73133
66 H -2.86907 1.14200 6.98453
67 H -1.54978 1.57016 5.87954
68 H -3.03323 -1.87650 5.89926
69 H -4.25373 -1.52350 4.65915
70 H -4.42965 -0.85910 6.29216
71 H -3.47711 -0.23093 0.25953
72 H -6.22252 -0.04072 1.58483
73 H -5.89810 -0.02212 -0.16246
74 H -5.32601 1.30948 0.85427
75 H -5.07803 -2.31443 1.81429
76 H -3.41480 -2.51390 1.19892
77 H -4.75782 -2.35056 0.06480
78 H 0.10009 5.15365 0.75833
79 H 1.14444 4.95121 3.62773
80 H 1.05618 6.42574 2.65140
81 H 2.15698 5.12231 2.17848
82 H -1.34831 4.51145 3.37093
83 H -2.06449 4.50658 1.72382
84 H -1.48657 6.00575 2.44946
85 Se -4.00246 -1.39261 -2.80602
86 C -2.49198 -1.21617 -1.88704
87 N -1.52306 -1.08687 -1.25074